A 2-piece molecular cluster, C6H12O2 overall. Source: the Open Molecules 2025 dataset; level of theory: ωB97M-V/def2-TZVPD.

```
20
Properties=species:S:1:pos:R:3:forces:R:3:mulliken_charge:R:1
C -1.643 1.136 0.917 0.9768 0.0080 0.5617 -1.40
C -1.047 0.109 -0.027 -3.7612 1.4368 -4.1485 1.24
C -1.610 -1.288 0.159 1.1130 -0.3416 0.3267 -1.39
O -0.703 0.495 -1.194 -1.2424 -1.4221 3.1789 -0.53
H -1.388 0.890 1.948 -0.0384 0.0196 0.0512 0.35
H -2.731 1.132 0.835 0.0644 -0.1083 -0.2441 0.42
H -1.249 2.124 0.695 -0.0602 0.0023 -0.0535 0.32
H -1.290 -1.955 -0.638 0.0419 0.0434 -0.0099 0.33
H -1.286 -1.688 1.121 -0.1154 -0.1363 0.0407 0.32
H -2.701 -1.249 0.161 0.0765 0.2738 0.0097 0.43
C 1.510 -1.232 -0.168 -1.6169 -0.8863 0.7832 -1.32
C 0.997 0.116 0.292 6.8570 3.3803 -3.3677 0.80
C 1.648 1.230 -1.028 -0.8690 -1.8755 2.3926 -1.17
O 1.143 0.607 1.385 -1.5856 -0.8217 0.4740 -0.57
H 1.242 -1.983 0.575 0.1308 -0.3378 -0.0668 0.33
H 2.595 -1.193 -0.253 -0.0907 0.3733 0.1059 0.41
H 1.076 -1.481 -1.130 0.0387 -0.0546 -0.0647 0.34
H 1.286 2.226 -0.809 0.1088 0.1115 -0.0032 0.25
H 1.452 0.925 -2.049 -0.2327 -0.1263 0.0636 0.35
H 2.700 1.078 -0.794 0.2046 0.4613 -0.0299 0.47
```
Forces are in eV/Å.

Values from the calculation:
HOMO level ... -8.60 eV
Structure (SMILES) ... CC(C)=O.CC(C)=O
Orbital gap ... 7.94 eV
2S+1 ... 1

---

A 2-piece molecular cluster, C6H12O2 overall. Source: the Open Molecules 2025 dataset; level of theory: ωB97M-V/def2-TZVPD.

```
20
Properties=species:S:1:pos:R:3:forces:R:3:mulliken_charge:R:1
C -2.049 0.710 -0.990 2.2401 1.7210 4.4568 -1.06
C -2.715 -0.446 -0.141 -2.2852 0.9026 1.4701 -0.34
C -1.702 -1.393 0.390 2.9973 2.5976 -2.1985 -0.24
C -0.454 -0.896 0.923 -0.3072 0.0931 2.9920 -0.18
C 0.819 -1.106 0.392 -2.2975 -0.6166 0.3602 0.11
C 2.133 -0.488 0.671 -0.4337 1.5706 1.6602 -0.58
O 2.631 0.307 -0.354 0.1310 -0.5085 0.4064 -0.52
H -1.343 0.240 -1.621 0.0166 -0.0713 -1.8374 0.36
H -1.166 1.291 -0.293 -2.4852 -1.2013 -1.6194 0.31
H -2.795 1.491 -1.256 0.6730 -1.0067 -0.5044 0.33
H -3.513 -0.885 -0.774 0.7403 -0.4966 0.4313 0.33
H -3.317 -0.007 0.710 0.7576 0.0170 -0.6332 0.29
H -1.616 -2.260 -0.198 0.0866 -1.5391 -0.5458 0.34
H -0.517 -0.356 1.919 -0.0591 0.4422 -1.7271 0.29
H 0.821 -1.867 -0.311 0.1493 -1.2674 -1.9843 0.37
H 1.916 0.050 1.658 1.0259 -0.2788 -0.9966 0.26
H 2.838 -1.327 0.814 -0.2512 0.1562 0.1869 0.32
H 0.856 2.933 -1.208 0.3293 -0.4244 0.2581 0.18
H 2.157 1.216 -0.368 -0.8349 0.3062 -0.3881 0.41
O 1.054 2.342 -0.464 -0.1930 -0.3958 0.2124 -0.96
```
Forces are in eV/Å.

Values from the calculation:
HOMO level ... -7.23 eV
Orbital gap ... 3.86 eV
2S+1 ... 1

---

A 2-piece molecular cluster, C6H12O2 overall. Source: the Open Molecules 2025 dataset; level of theory: ωB97M-V/def2-TZVPD.

```
20
Properties=species:S:1:pos:R:3:forces:R:3:mulliken_charge:R:1
C -1.411 -1.442 -0.655 -0.6243 -0.9667 0.5116 -1.38
C -0.783 -0.086 -0.453 0.5885 -0.2902 0.6717 1.23
C -1.613 1.157 -0.608 0.0916 0.1685 -1.3143 -1.24
C 0.468 -0.055 0.020 0.3091 0.2782 -0.1606 -0.55
C 1.305 1.113 0.408 -0.9121 -0.2473 0.0409 -0.79
C 1.012 1.835 1.477 0.4730 0.6673 -0.1642 -0.20
O 1.802 2.909 1.841 0.1659 0.1260 -0.1511 -0.51
H -2.499 -1.402 -0.765 0.1745 0.1498 -0.2177 0.36
H -1.019 -2.139 -1.405 0.0786 0.7825 -0.4988 0.21
H -1.250 -2.060 0.232 -0.0563 0.2382 0.3032 0.36
H -1.522 1.848 0.228 -0.0949 -0.0807 -0.1090 0.29
H -2.650 0.936 -0.842 -0.2062 -0.1776 0.5101 0.38
H -1.306 1.677 -1.533 0.2054 0.1136 0.4122 0.28
H 0.985 -0.995 0.198 -0.1981 -0.0182 -0.0345 0.52
H 2.186 1.351 -0.172 0.2202 -0.0692 0.0915 0.29
H 0.095 1.756 2.039 -0.1116 -0.4491 0.2188 0.34
H 2.126 2.809 2.741 -0.1915 -0.0480 0.0299 0.33
O 1.565 -3.194 -0.612 -0.0779 -0.3875 -0.1060 -0.64
H 1.002 -3.724 -1.193 0.1903 0.1887 0.1535 0.32
H 1.509 -2.296 -0.948 -0.0241 0.0218 -0.1870 0.39
```
Forces are in eV/Å.

Values from the calculation:
HOMO level ... -8.74 eV
Structure (SMILES) ... CC(C)=C/C=C/O.O
Orbital gap ... 9.59 eV
2S+1 ... 1

---

A 2-piece molecular cluster, C6H12O2 overall. Source: the Open Molecules 2025 dataset; level of theory: ωB97M-V/def2-TZVPD.

```
20
Properties=species:S:1:pos:R:3:forces:R:3:mulliken_charge:R:1
C -0.719 -0.438 -0.340 0.5391 0.6837 -0.3089 0.05
C -0.442 -0.110 1.066 -0.4805 -0.5928 -0.0568 0.86
C -0.253 1.981 -1.981 -0.0454 -0.0637 0.0893 -0.68
C -0.239 -1.651 -1.059 0.1039 0.2162 -0.0848 -1.55
C 0.601 -0.936 1.776 0.2435 0.1429 -0.1336 -0.35
C 1.460 -0.394 2.628 -0.1714 -0.0480 -0.0241 -0.85
O 0.371 1.162 -1.004 -0.3222 -0.2375 0.7086 -0.50
O -0.497 1.181 1.329 0.0517 0.1983 -0.3472 -0.87
H 0.138 1.519 -0.005 -0.2001 -0.5445 -0.3989 0.46
H -1.620 0.045 -0.701 0.0799 0.0840 -0.0422 0.49
H -1.457 -0.744 1.205 0.2676 0.2428 0.4496 0.10
H 0.639 -1.997 1.549 -0.0136 -0.0347 0.0395 0.31
H -1.327 2.099 -1.792 0.0610 -0.0128 0.0119 0.30
H -0.111 1.528 -2.964 0.0017 0.0135 0.0551 0.27
H 0.206 2.974 -1.983 -0.0223 -0.0766 0.0116 0.28
H -0.519 -1.613 -2.111 0.0112 -0.0025 0.0277 0.39
H -0.688 -2.550 -0.631 -0.0314 0.0777 0.0706 0.35
H 0.844 -1.735 -0.968 -0.0361 -0.0067 0.0221 0.38
H 2.216 -0.985 3.128 -0.0307 -0.0488 -0.0058 0.28
H 1.399 0.662 2.858 -0.0059 0.0095 -0.0837 0.28
```
Forces are in eV/Å.

Values from the calculation:
HOMO level ... -8.65 eV
Orbital gap ... 8.95 eV
2S+1 ... 1

---

An isolated molecule of C6H12O2. Source: the Open Molecules 2025 dataset; level of theory: ωB97M-V/def2-TZVPD.

```
20
Properties=species:S:1:pos:R:3:forces:R:3:mulliken_charge:R:1
C -0.758 1.907 0.876 0.5758 -1.3612 0.0378 -0.91
C -0.175 0.680 1.052 -3.2482 -0.0709 -0.7076 -0.41
C -0.045 -0.463 -0.058 -0.3851 0.8492 0.7258 2.03
C -0.208 -1.816 0.654 0.1060 0.1239 -0.0055 -1.98
C -1.100 -0.331 -1.156 -0.0821 0.0735 0.0063 -1.82
C 1.374 -0.277 -0.557 1.0530 2.6954 1.9531 -0.32
O 1.808 0.702 0.749 1.5670 -1.7723 -1.2521 -0.59
O 1.629 0.358 -1.738 -0.3834 -0.3490 0.3366 -0.53
H -0.740 2.426 -0.075 -0.3167 -0.0997 -0.1611 0.24
H -1.298 2.375 1.690 0.5319 0.2196 0.0827 0.28
H -0.264 0.274 2.059 0.2829 0.0050 -0.1440 0.30
H -1.183 -1.858 1.150 0.0892 -0.0107 -0.1526 0.44
H 0.553 -1.962 1.427 -0.0017 0.1283 -0.0917 0.47
H -0.132 -2.651 -0.050 -0.0624 0.0894 0.0108 0.43
H -2.092 -0.269 -0.703 0.1297 -0.1429 -0.0377 0.41
H -1.001 0.583 -1.750 0.0208 -0.0297 0.0745 0.46
H -1.062 -1.183 -1.844 -0.0109 0.0804 0.0741 0.40
H 2.061 -1.110 -0.438 0.0008 0.1424 0.0510 0.37
H 1.745 1.668 0.659 0.0261 -0.5091 -0.8021 0.37
H 0.889 0.944 -1.947 0.1072 -0.0616 0.0017 0.37
```
Forces are in eV/Å.

Values from the calculation:
HOMO level ... -8.02 eV
Structure (SMILES) ... C=CC(C)(C)C(O)O
Orbital gap ... 8.72 eV
2S+1 ... 1

---

A 2-piece molecular cluster, C6H12O2 overall. Source: the Open Molecules 2025 dataset; level of theory: ωB97M-V/def2-TZVPD.

```
20
Properties=species:S:1:pos:R:3:forces:R:3:mulliken_charge:R:1
C -0.515 1.833 -2.400 1.9283 1.5770 -0.7690 -1.11
C 0.353 1.542 -1.221 0.4554 -0.7255 -0.0138 -0.14
C 0.109 0.423 -0.571 1.0432 -0.1555 2.1341 -0.11
C 0.792 0.133 0.744 5.2888 -0.3830 -3.3737 -0.70
C 1.589 -1.324 0.807 -2.6384 3.1930 5.1549 -0.78
C 0.551 -2.429 1.112 3.0619 1.2795 0.8359 0.10
O -0.619 -2.345 0.951 -1.4408 -0.0775 -0.5101 -0.45
H -0.529 2.939 -2.392 -0.3254 -0.3858 -0.9504 0.32
H -1.508 1.494 -2.228 -0.7107 -0.4571 -0.0684 0.34
H -0.065 1.401 -3.347 -0.7014 0.7847 0.9048 0.25
H 1.225 2.165 -0.874 -1.2332 -0.3156 -0.6243 0.24
H -0.622 -0.287 -0.868 -0.8232 -0.3415 -0.4362 0.37
H 0.136 0.109 1.525 -1.5193 0.5729 2.3099 0.39
H 1.705 0.945 0.739 -2.4216 -1.7958 0.9176 0.20
H 2.300 -1.169 1.804 -1.6732 -0.9389 -2.5462 0.25
H 2.167 -1.365 -0.015 2.0395 -0.7628 -2.8551 0.47
H 1.044 -3.177 1.742 -0.4065 -1.0270 -0.0816 0.34
O -3.012 -0.404 1.652 -0.3307 -0.3241 0.1550 -0.65
H -2.742 0.517 1.586 0.3591 -0.2992 -0.2485 0.31
H -2.359 -1.000 1.254 0.0484 0.5823 0.0651 0.35
```
Forces are in eV/Å.

Values from the calculation:
HOMO level ... -9.36 eV
Structure (SMILES) ... C/C=C/CCC=O.O
Orbital gap ... 10.17 eV
2S+1 ... 1

---

A 2-piece molecular cluster, C6H12O2 overall. Source: the Open Molecules 2025 dataset; level of theory: ωB97M-V/def2-TZVPD.

```
20
Properties=species:S:1:pos:R:3:forces:R:3:mulliken_charge:R:1
C -1.455 -1.069 0.869 -0.8475 0.4793 0.1404 -1.00
C -1.110 0.215 0.955 0.7382 -0.3290 0.1523 0.83
C -1.722 1.147 1.938 -0.7075 0.4912 1.3455 -1.37
C 0.076 0.707 0.213 -0.8826 -0.1387 -0.3153 -0.48
C 0.185 0.475 -1.094 0.3283 0.1492 0.1777 -0.16
C 1.372 0.897 -1.891 0.3278 0.0047 -0.6063 -0.39
O 1.067 1.307 -3.226 -0.2323 -0.0611 0.2090 -0.53
H -2.374 -1.420 1.322 0.1048 -0.0845 0.2085 0.26
H -0.891 -1.777 0.306 0.2960 -0.2719 -0.4467 0.29
H -1.067 1.226 2.818 0.1330 -0.0236 -0.1998 0.31
H -2.679 0.826 2.376 0.2425 -0.3246 -0.4348 0.36
H -1.895 2.181 1.641 0.2225 -0.0342 -0.5655 0.33
H 0.795 1.312 0.751 0.1508 0.0811 -0.0166 0.33
H -0.600 -0.072 -1.618 0.1722 0.0646 0.0870 0.39
H 2.063 0.063 -2.016 -0.0177 -0.1657 -0.0012 0.24
H 1.943 1.682 -1.395 -0.0600 0.1055 0.2953 0.29
H 0.379 1.979 -3.177 0.0390 0.0204 -0.0344 0.30
O 2.294 -3.148 0.627 -0.5809 0.1330 -0.0206 -0.65
H 2.236 -3.695 -0.164 0.0435 0.0278 0.0551 0.32
H 1.383 -2.834 0.767 0.5300 -0.1237 -0.0297 0.33
```
Forces are in eV/Å.

Values from the calculation:
HOMO level ... -9.19 eV
Structure (SMILES) ... C=C(C)/C=C/CO.O
Orbital gap ... 9.94 eV
2S+1 ... 1

---

C6H12O2 as an isolated structure. Source: the Open Molecules 2025 dataset; level of theory: ωB97M-V/def2-TZVPD.

```
20
Properties=species:S:1:pos:R:3:forces:R:3:lowdin_spin:R:1
C -1.771 -0.760 0.017 -2.8515 -2.9978 -1.9183 0.03
C -1.639 -1.935 -0.829 0.1486 0.5761 2.1417 0.49
C -1.198 0.836 1.147 0.8213 1.6484 2.4366 -0.08
C -1.370 -0.517 1.337 1.3469 -2.0085 -1.2591 0.10
C 1.170 1.519 0.504 0.1148 -3.0528 1.4241 -0.07
C -0.014 1.582 1.418 0.4234 0.8321 -0.5219 -0.46
H -2.536 -0.097 -0.449 1.1477 0.2541 0.4024 0.00
H -1.802 -1.916 -1.894 -0.1781 0.3152 -0.0680 0.02
H -1.430 -2.912 -0.382 0.3165 0.4195 -0.1462 0.02
H -2.113 1.375 0.875 0.2733 0.2103 0.0330 -0.01
H -0.813 -1.239 2.038 -0.7105 1.3868 -1.3717 0.00
H 0.832 1.542 -0.491 -0.6913 -0.1494 -1.3722 -0.02
H 1.892 2.263 0.561 0.8814 1.7372 0.8312 0.00
H -0.053 2.460 2.051 -0.5139 0.2667 -0.1220 -0.02
H 1.762 0.549 0.590 -1.0192 0.9223 0.0810 -0.03
H 2.892 0.369 -2.514 1.6787 -0.4305 -2.2043 0.03
O 2.341 0.521 -1.782 -1.1112 0.9273 1.2997 0.93
H 1.901 -0.744 -1.005 -0.7291 -1.4764 1.0576 0.00
H 0.509 -1.427 -0.727 0.4077 -0.0713 -0.0461 0.01
O 1.439 -1.468 -0.463 0.2444 0.6908 -0.6775 0.05
```
Forces are in eV/Å.

Values from the calculation:
HOMO level (spin up / spin down) ... -13.68 / -12.99 eV
Charge ... +1
Orbital gap (spin up / spin down) ... 8.11 / 6.39 eV
2S+1 ... 2

---

A 2-piece molecular cluster, C6H12O2 overall. Source: the Open Molecules 2025 dataset; level of theory: ωB97M-V/def2-TZVPD.

```
20
Properties=species:S:1:pos:R:3:forces:R:3:lowdin_spin:R:1
C 1.848 0.336 -2.780 -0.6889 -1.1549 -3.4489 0.04
C 1.523 0.395 -1.355 3.8968 4.5752 -2.1567 0.22
C 0.786 -0.325 -0.573 -2.9647 -3.2021 3.8263 0.11
C 0.635 -0.124 0.887 2.9523 0.9554 -3.9699 0.21
C -0.478 -0.508 1.530 -2.1746 -2.1768 -0.0708 0.20
O -1.275 -1.313 0.779 0.3523 0.8819 1.6184 0.12
C -0.736 -0.019 2.894 1.4417 0.8320 0.1770 0.03
H 1.432 -0.603 -3.320 0.6323 1.4513 0.9863 0.00
H 1.405 1.240 -3.406 0.8542 -1.5257 1.5880 0.02
H 2.975 0.349 -3.001 -1.5509 0.1586 0.6768 0.01
H 2.026 1.320 -0.989 -0.3976 -0.8128 0.5750 0.00
H 0.182 -1.127 -1.037 0.3137 0.4413 0.4008 0.00
H 1.447 0.383 1.410 -0.5011 0.1786 -0.0897 0.00
H -2.010 -1.696 1.284 -0.0325 0.2310 0.0227 0.00
H -0.991 1.053 2.817 0.0981 -0.3169 0.1232 0.02
H 0.195 -0.106 3.500 -0.4003 0.2832 -0.6303 0.01
H -1.452 -0.493 3.484 -1.5887 -0.9789 0.4814 0.00
H -1.585 0.290 -1.105 -0.0459 -1.0854 -0.0291 0.00
H -1.204 1.568 -0.366 -0.7013 -0.2716 -1.0287 0.00
O -1.711 1.224 -1.139 0.5051 1.5367 0.9482 0.01
```
Forces are in eV/Å.

Values from the calculation:
HOMO level (spin up / spin down) ... -13.97 / -14.77 eV
Charge ... +1
Orbital gap (spin up / spin down) ... 9.94 / 7.27 eV
2S+1 ... 2

---

C6H12O4 as an isolated structure. Source: the Open Molecules 2025 dataset; level of theory: ωB97M-V/def2-TZVPD.

```
22
Properties=species:S:1:pos:R:3:forces:R:3:mulliken_charge:R:1
C 0.352 -2.965 -1.398 0.9169 0.1350 -2.3184 -0.60
C -0.109 -0.619 -0.696 -4.1280 -2.4506 0.4147 0.27
C 1.043 0.082 -0.375 5.2581 4.4498 1.7357 -0.45
C 0.836 1.618 0.154 4.0592 -5.6434 3.8217 -1.04
C -0.443 1.605 0.830 -3.3765 2.7189 2.1155 0.24
C -1.584 1.383 -0.382 1.2181 -4.5613 3.5028 -0.51
H 1.196 -3.269 -0.501 -2.8325 1.0872 -2.2606 0.25
H 1.009 -3.052 -2.514 -2.2889 -1.0738 3.4110 0.24
H -0.881 -3.647 -1.332 4.2031 2.2243 -0.1317 0.24
H -0.478 -1.281 0.107 -0.5681 0.8926 0.4928 0.29
H 1.512 0.357 -1.358 0.3218 -1.1151 0.8778 0.20
H 1.749 -0.424 0.422 -1.3867 0.6343 -2.0507 0.24
H 0.952 2.195 -0.628 -0.3773 3.1935 -3.9238 0.45
H 1.901 1.715 0.660 -2.5339 0.4586 0.1117 0.33
H -0.677 2.582 1.633 0.3747 -2.2883 -2.8890 0.31
H -2.461 0.940 0.350 1.4834 1.5088 -2.6494 0.26
H -1.663 2.152 -1.110 -0.6566 0.9330 0.0660 0.42
H -0.122 0.252 4.228 -1.4849 2.9246 -4.6937 0.35
O 0.178 -1.497 -1.678 0.7808 -4.0093 -1.4633 -0.37
O -1.093 0.209 -1.303 -0.9574 2.2761 2.2621 -0.44
O -0.683 0.498 1.761 0.8280 0.9563 1.3095 -0.15
O -0.534 1.164 3.131 1.1467 -3.2513 2.2592 -0.52
```
Forces are in eV/Å.

Values from the calculation:
HOMO level ... -9.50 eV
Orbital gap ... 8.58 eV
2S+1 ... 1

---

Relative energy (zero: lowest compared OMol25 entry of this formula, charge and spin), record by record: 3.9649, 7.8623, 2.4623, 4.8303, 3.5397, 3.2321, 2.2663, 7.0495, 1.1119, 12.9439 eV
F_max, record by record: 8.4, 5.3, 1.3, 0.9, 3.5, 6.6, 1.6, 4.6, 6.4, 7.9 eV/Å
Electronic energy, record by record: -10508.3421, -10504.4447, -10509.8447, -10507.4767, -10508.7673, -10509.0749, -10510.0407, -10496.0491, -10501.9866, -14594.2682 eV